1.
61
Properties=species:S:1:pos:R:3 method="wB97M-V/def2-TZVPD" lumo_ev=0.76 smiles="CC[C@H](C)[C@H](NS(=O)(=O)c1ccc(C)cc1)C(=O)NCCCN1CCOCC1" homo_ev=-9.01 relative_energy_ev=1.580 charge=0
C 2.987 1.684 -2.623
C 2.900 2.507 -1.343
C 2.372 1.742 -0.120
C 3.362 0.681 0.357
C 1.006 1.097 -0.398
N 0.078 2.051 -0.976
S -1.470 1.437 -1.225
O -1.372 -0.001 -1.213
O -1.962 2.053 -2.422
C -2.493 1.998 0.127
C -2.678 3.356 0.293
C -3.466 3.808 1.335
C -4.071 2.909 2.209
C -4.898 3.411 3.353
C -3.881 1.547 2.011
C -3.094 1.087 0.970
C 0.369 0.536 0.874
O -0.283 1.265 1.606
N 0.578 -0.767 1.104
C -0.247 -1.517 2.023
C -1.117 -2.501 1.239
C -0.285 -3.632 0.633
N 0.692 -3.161 -0.343
C 1.776 -4.118 -0.520
C 2.798 -3.550 -1.503
O 2.215 -3.291 -2.755
C 1.149 -2.380 -2.618
C 0.085 -2.875 -1.640
H 3.595 0.793 -2.484
H 1.994 1.391 -2.954
H 3.442 2.280 -3.410
H 2.247 3.360 -1.531
H 3.892 2.894 -1.094
H 2.231 2.468 0.690
H 3.019 0.227 1.283
H 3.481 -0.103 -0.386
H 4.335 1.134 0.535
H 1.107 0.293 -1.130
H 0.016 2.891 -0.418
H -2.217 4.042 -0.401
H -3.615 4.869 1.476
H -4.247 3.704 4.176
H -5.574 2.640 3.713
H -5.478 4.282 3.058
H -4.350 0.840 2.680
H -2.936 0.035 0.801
H 0.977 -1.362 0.378
H -0.861 -0.800 2.574
H 0.394 -2.056 2.730
H -1.863 -2.939 1.903
H -1.632 -1.953 0.448
H 0.266 -4.125 1.440
H -0.959 -4.381 0.183
H 2.259 -4.292 0.445
H 1.403 -5.081 -0.910
H 3.602 -4.267 -1.678
H 3.223 -2.622 -1.086
H 0.718 -2.255 -3.612
H 1.538 -1.410 -2.274
H -0.667 -2.093 -1.527
H -0.391 -3.781 -2.054



2.
59
Properties=species:S:1:pos:R:3 method="wB97M-V/def2-TZVPD" lumo_ev=0.48 smiles="COC(=O)c1ccc(NC(=O)CN(c2ccc(C)cc2)S(=O)(=O)c2c(C)nn(C)c2C)cc1" homo_ev=-8.47 relative_energy_ev=2.149 charge=0
C 4.454 0.828 -7.700
O 3.808 0.968 -6.446
C 2.744 0.169 -6.246
O 2.356 -0.620 -7.075
C 2.121 0.367 -4.922
C 2.601 1.302 -4.007
C 1.990 1.461 -2.780
C 0.885 0.679 -2.447
N 0.219 0.779 -1.230
C 0.465 1.609 -0.189
O 1.305 2.479 -0.140
C -0.477 1.321 0.995
N -0.427 -0.069 1.378
C 0.699 -0.604 2.030
C 1.271 -1.778 1.558
C 2.353 -2.334 2.216
C 2.902 -1.725 3.337
C 4.095 -2.316 4.024
C 2.334 -0.540 3.789
C 1.241 0.015 3.152
S -1.738 -0.998 0.951
O -1.524 -2.345 1.372
O -1.999 -0.763 -0.454
C -3.033 -0.277 1.892
C -3.145 -0.356 3.298
C -2.215 -1.043 4.226
N -4.226 0.287 3.691
N -4.810 0.775 2.592
C -6.029 1.522 2.693
C -4.129 0.461 1.471
C -4.563 0.873 0.116
C 0.403 -0.262 -3.362
C 1.015 -0.414 -4.585
H 3.759 1.047 -8.513
H 4.826 -0.192 -7.824
H 5.278 1.538 -7.699
H 3.456 1.906 -4.266
H 2.359 2.185 -2.073
H -0.565 0.133 -1.116
H -0.196 1.977 1.824
H -1.506 1.542 0.700
H 0.854 -2.257 0.687
H 2.784 -3.251 1.844
H 4.127 -2.021 5.070
H 5.011 -1.965 3.547
H 4.079 -3.401 3.962
H 2.747 -0.047 4.657
H 0.812 0.932 3.528
H -1.865 -1.967 3.770
H -2.721 -1.250 5.165
H -1.347 -0.416 4.427
H -5.901 2.526 2.283
H -6.835 1.020 2.156
H -6.283 1.589 3.748
H -4.552 1.959 0.019
H -3.892 0.438 -0.620
H -5.578 0.527 -0.080
H -0.452 -0.865 -3.094
H 0.655 -1.136 -5.302



Number 1: E_tot -1645.31833 Eh, gap between HOMO and LUMO 9.767 eV. Number 2: E_tot -1885.49195 Eh, gap between HOMO and LUMO 8.944 eV.